133
Properties=species:S:1:pos:R:3:forces:R:3 method="wB97M-V/def2-TZVPD" e_above_lowest_kcal_mol=0.0 homo_ev=-4.2 max_force_ev_per_a=1.23 orbital_gap_ev=4.943 total_energy_ha=-5495.44292 charge=-1 multiplicity=1
Zr 0.330269 0.431701 -0.030685 0.0 -0.2 0.2
C 0.411089 -8.912490 3.928309 0.0 0.0 0.0
O 0.388421 -8.484975 2.582248 0.0 0.0 0.0
C 0.355709 -7.139422 2.352770 0.0 0.0 0.0
C 0.281311 -6.177632 3.352417 0.0 0.0 0.0
C 0.254466 -4.829683 3.003472 0.0 0.0 0.0
C 0.312160 -4.423701 1.680343 0.0 0.0 -0.1
C 0.388055 -5.403841 0.690128 0.0 0.0 0.0
C 0.401455 -6.746010 1.017569 0.0 0.0 0.0
C 0.309742 -2.969941 1.333050 0.0 0.0 0.0
C -0.906431 -2.297569 1.350969 -0.1 0.0 -0.2
C -2.165239 -2.907331 1.684478 0.0 0.0 0.0
C -3.120151 -1.965746 1.505722 0.0 0.0 0.0
C -2.452479 -0.764665 1.084068 0.1 0.0 0.1
N -1.104199 -0.988325 0.991557 -0.2 -0.1 0.1
C -3.096702 0.457562 0.892284 -0.1 0.1 0.0
C -2.442509 1.683374 0.812019 0.1 0.0 0.2
C -3.085833 2.962982 0.703722 0.0 0.0 0.0
C -2.120956 3.902870 0.830085 0.0 0.0 0.0
C -0.874767 3.207759 0.988100 0.0 -0.1 0.3
C 0.351868 3.806364 1.256165 0.1 0.1 -0.1
C 0.364496 5.282398 1.502768 -0.1 0.0 0.0
C 0.368786 5.747911 2.808002 0.0 0.0 0.0
C 0.308750 7.109233 3.095121 0.0 0.0 0.0
C 0.247805 8.020836 2.048942 0.0 0.0 0.0
O 0.170856 9.375795 2.216234 0.0 0.0 0.0
C 0.167079 9.864568 3.540053 0.0 0.0 0.0
C 0.258247 7.565144 0.733261 0.0 0.0 0.0
C 0.309200 6.210702 0.462365 0.0 0.0 0.0
C 1.566258 3.123981 1.344237 0.0 0.0 0.1
N 1.767160 1.774503 1.222071 -0.1 0.0 -0.1
C 3.125166 1.596811 1.172936 0.0 0.0 0.0
C 3.776844 0.376208 0.977341 0.1 0.0 -0.1
C 5.262088 0.365336 0.872714 0.0 0.0 0.0
C 6.069243 0.854103 1.889265 0.0 -0.1 0.0
C 7.457804 0.841955 1.790774 0.0 0.0 0.0
C 8.057656 0.317372 0.653585 0.0 0.0 0.0
O 9.405324 0.256728 0.452805 0.0 0.0 0.0
C 10.236162 0.781192 1.467889 0.0 0.0 0.0
C 7.263204 -0.194392 -0.370159 0.0 0.0 0.0
C 5.888538 -0.166664 -0.258490 0.0 0.1 0.0
C 3.116299 -0.849229 0.892777 -0.1 0.0 0.3
C 3.764875 -2.130426 0.938252 0.0 0.0 0.0
C 2.793667 -3.062293 1.069265 0.0 0.0 0.0
C 1.540008 -2.365175 1.085558 0.0 0.0 0.1
N 1.754423 -1.016850 0.953065 -0.1 -0.2 -0.1
C 3.792577 2.868378 1.290657 0.0 0.0 0.0
C 2.831053 3.805592 1.427392 -0.1 0.0 0.1
N -1.087571 1.854898 0.947316 -0.2 0.0 -0.2
C -4.585012 0.440869 0.848761 0.0 -0.1 -0.1
C -5.236423 -0.192021 -0.213121 0.0 0.0 0.0
C -6.614449 -0.229036 -0.279217 0.0 0.0 0.0
C -7.376464 0.352805 0.731844 0.0 0.0 0.0
O -8.730956 0.265174 0.585564 0.0 0.0 0.0
C -9.530301 0.914373 1.552108 0.0 0.0 0.0
C -6.745880 0.968471 1.805815 0.0 0.0 0.0
C -5.354350 1.014386 1.847478 -0.1 0.0 0.0
H 0.506904 -9.994621 3.901925 0.0 0.0 0.0
H 1.261688 -8.487987 4.467988 0.0 0.0 0.0
H -0.513119 -8.645087 4.448085 0.0 0.0 0.0
H 0.250778 -6.455479 4.395537 0.0 0.0 0.0
H 0.186675 -4.080373 3.783228 0.0 0.0 0.0
H 0.440867 -5.102877 -0.348129 0.0 0.0 0.0
H 0.448517 -7.509872 0.252386 0.0 0.0 0.0
H -2.286864 -3.926178 2.014303 0.0 0.0 0.0
H -4.180708 -2.055367 1.674672 0.0 0.0 0.0
H -4.141985 3.112959 0.555055 0.0 0.0 0.0
H -2.232159 4.974576 0.820196 0.0 0.0 0.0
H 0.413451 5.036363 3.624441 0.0 0.0 0.0
H 0.297356 7.433364 4.125093 0.0 0.0 0.0
H 0.124718 10.948040 3.464671 0.0 0.0 0.0
H -0.704439 9.507519 4.096077 0.0 0.0 0.0
H 1.075624 9.576677 4.076271 0.0 0.0 0.0
H 0.216675 8.288467 -0.070598 0.0 0.0 0.0
H 0.293498 5.867460 -0.564443 0.0 0.0 0.0
H 5.609051 1.238726 2.791129 0.0 0.0 0.0
H 8.046902 1.237592 2.604778 0.0 0.0 0.0
H 11.257397 0.656880 1.118280 0.0 0.0 0.0
H 10.038833 1.843315 1.635088 0.0 0.0 0.0
H 10.107115 0.239356 2.408823 0.0 0.0 0.0
H 7.746531 -0.606153 -1.246229 0.0 0.0 0.0
H 5.279848 -0.551966 -1.067242 0.0 0.0 0.0
H 4.829878 -2.289880 0.915942 0.0 0.0 0.0
H 2.906755 -4.130266 1.159286 0.0 0.0 0.0
H 4.856257 3.023292 1.239996 0.0 0.0 0.0
H 2.948386 4.870803 1.538413 0.0 0.0 0.0
H -4.640658 -0.641633 -0.999578 0.0 0.0 0.0
H -7.122519 -0.700788 -1.110143 0.0 0.0 0.0
H -10.559207 0.802008 1.220818 0.0 0.0 0.0
H -9.416950 0.456208 2.538612 0.0 0.0 0.0
H -9.288028 1.978141 1.620328 0.0 0.0 0.0
H -7.313535 1.403343 2.615156 0.0 0.0 0.0
H -4.863492 1.498906 2.683077 0.0 0.0 0.0
S 0.867924 1.069264 -7.308446 0.0 0.0 0.0
C 0.528162 0.688604 -5.737597 0.0 -0.1 0.0
S 1.413229 -0.479413 -4.826424 0.0 0.0 0.0
C 0.513667 -0.353429 -3.336960 0.0 -0.1 0.1
C -0.500285 0.530863 -3.328039 -0.1 0.0 0.1
S -1.523452 0.842243 -1.958127 -0.1 -0.1 0.1
S -0.742435 1.402094 -4.821114 -0.1 0.1 0.0
S 0.985872 -1.310716 -1.941961 0.2 0.2 0.1
C -2.309572 -5.259734 -2.112569 0.1 0.0 0.0
C -1.706198 -3.868421 -1.932374 -0.1 0.0 0.1
P -2.013216 -2.568213 -3.213059 -0.2 -0.2 -0.1
C -3.836132 -2.828396 -3.509420 0.1 0.1 0.0
C -4.499901 -1.543472 -4.012557 0.0 0.0 0.0
C -1.288279 -3.411780 -4.693255 0.0 0.1 0.0
C -1.618567 -2.674369 -5.989503 0.1 0.0 0.0
H -2.012438 -5.914351 -1.287990 0.0 0.0 0.0
H -1.981234 -5.731373 -3.040084 0.0 0.0 0.0
H -3.399949 -5.223724 -2.122632 0.0 0.0 0.0
H -0.619240 -3.920412 -1.832129 0.0 0.0 0.0
H -2.070331 -3.431752 -0.997048 0.1 0.0 0.0
H -4.269440 -3.109622 -2.544154 0.0 0.0 0.0
H -4.010248 -3.655898 -4.204381 -0.1 0.0 0.1
H -4.219191 -0.694931 -3.384147 0.0 0.0 0.0
H -5.590206 -1.626880 -4.018616 0.0 0.0 0.0
H -4.179753 -1.301813 -5.027150 0.0 0.0 0.0
H -1.612709 -4.454526 -4.756219 0.0 0.0 0.0
H -0.205291 -3.405486 -4.532389 0.0 -0.1 0.0
H -2.696673 -2.626116 -6.155749 0.0 0.0 0.0
H -1.172470 -3.172152 -6.852601 0.0 0.0 0.0
H -1.239649 -1.650424 -5.966611 0.0 0.0 0.0
N 3.178728 1.222027 -2.121567 0.0 -0.1 -0.1
C 2.141102 2.094786 -2.044377 -0.1 0.2 -0.1
O 1.149598 1.798265 -1.289188 0.9 0.5 -0.7
C 2.183455 3.302691 -2.752066 0.0 0.0 0.0
C 1.083423 4.195374 -2.716328 0.1 -0.1 0.0
N 0.195334 4.931328 -2.696486 0.0 0.1 0.0
C 3.335391 3.629091 -3.512726 -0.2 0.1 0.1
N 4.301003 3.887447 -4.090035 0.1 -0.1 0.0
H 2.917057 0.252664 -1.948340 0.0 0.0 0.0
H 3.825439 1.370222 -2.882885 0.0 0.0 0.0